Entry from OMol25: a cluster of 3 separate species, C17H35BrClN2O6S2Si in total (wB97M-V/def2-TZVPD).

Frontier orbital gap, eV: 7.740
HOMO level, Ha: -0.46847
Charge: +1
Strongest force on any atom, eV/Å: 5.0
LUMO level, eV: -5.0

Geometry (Å):
C -1.458 -3.686 0.511
C -1.628 -3.686 2.133
C -0.198 -3.441 2.889
C -0.336 -2.785 4.349
C 0.955 -2.893 1.962
C 1.937 -3.990 1.396
C 3.093 -3.459 0.530
Cl 4.273 -4.673 -0.169
N 3.296 -2.114 0.266
N 2.455 -1.218 0.732
Br 3.053 0.516 0.217
C 1.249 -1.390 1.545
Si 0.108 0.023 2.126
C 0.496 0.422 3.992
C 0.154 1.694 1.222
C -1.793 -0.401 2.108
H -2.538 -3.799 0.114
H -0.894 -4.608 0.143
H -1.041 -2.707 0.108
H -2.016 -4.751 2.364
H -2.447 -2.986 2.493
H 0.100 -4.533 3.149
H -1.255 -2.137 4.507
H -0.386 -3.603 5.164
H 0.657 -2.238 4.557
H 1.799 -5.102 1.620
H -0.398 0.135 4.665
H 0.608 1.559 4.111
H 1.398 -0.162 4.386
H 0.149 1.600 0.074
H -0.710 2.331 1.608
H 1.129 2.233 1.498
H -2.169 -0.795 3.106
H -2.424 0.544 1.891
H -1.981 -1.095 1.220
O 3.528 3.683 -1.231
S 4.530 4.214 -2.125
O 5.925 3.904 -1.969
O 4.358 5.817 -2.213
C 4.348 6.571 -1.000
C 5.750 6.768 -0.455
C 4.055 3.851 -3.791
H 3.696 6.103 -0.257
H 3.916 7.546 -1.238
H 6.176 5.821 -0.115
H 5.741 7.458 0.391
H 6.414 7.162 -1.228
H 3.014 4.140 -3.933
H 4.171 2.778 -3.948
H 4.707 4.399 -4.471
O -4.489 -1.531 -0.943
S -5.231 -0.825 -1.958
O -6.621 -1.092 -2.206
O -4.424 -0.916 -3.356
C -4.048 -2.204 -3.843
C -5.219 -2.919 -4.491
C -5.029 0.916 -1.702
H -3.608 -2.808 -3.045
H -3.269 -2.043 -4.592
H -5.976 -3.183 -3.749
H -4.888 -3.838 -4.978
H -5.703 -2.278 -5.231
H -3.969 1.133 -1.573
H -5.580 1.189 -0.802
H -5.434 1.447 -2.562

Force components x, y, z for each atom (eV/Å):
-1.69 -0.13 0.68
0.34 -0.72 -1.05
-0.79 -1.58 0.63
1.00 -0.29 0.41
3.16 -0.48 -2.10
-0.06 4.42 -0.45
-1.99 -0.03 1.41
-1.77 2.14 1.03
-0.72 -3.17 0.77
-2.37 -0.86 1.69
-0.36 -0.51 0.22
2.27 -4.36 -0.98
-2.19 2.07 1.84
-0.11 -0.11 0.70
1.26 0.64 -0.78
-0.38 -0.05 -0.83
1.77 0.30 0.40
-0.47 1.43 0.56
-0.39 -1.41 0.44
0.83 1.72 -0.03
1.32 -0.68 -0.64
0.05 1.88 -0.77
1.38 -0.62 -0.45
-0.01 1.14 -1.53
-1.82 -0.54 -0.09
0.28 1.90 -0.38
1.38 0.34 -1.19
0.20 -1.71 -0.18
-1.09 1.19 -0.40
-0.25 0.32 1.74
1.03 -1.00 -0.61
-1.47 -0.61 -0.45
0.51 0.19 -1.50
1.32 -1.31 0.32
-0.23 0.72 1.46
0.47 -0.09 0.15
0.21 0.87 -0.80
-0.77 -0.13 0.34
-0.20 -1.13 -0.38
0.25 0.64 0.92
0.22 -0.25 0.05
-0.10 0.11 -0.01
0.01 -0.12 -0.17
-0.06 -0.26 -0.28
-0.03 0.08 0.00
-0.08 -0.01 -0.10
-0.12 0.05 0.07
0.10 0.01 0.05
0.06 0.07 0.14
-0.02 -0.03 0.12
-0.35 -0.06 -0.36
0.03 0.45 -0.62
0.72 -0.17 0.38
-0.21 0.54 0.87
0.04 -0.94 -0.50
-0.30 -0.06 0.14
0.11 0.03 -0.09
-0.08 0.17 0.09
-0.06 0.31 0.19
0.07 0.00 -0.06
0.06 0.10 0.02
0.13 -0.06 0.02
-0.09 -0.06 -0.04
-0.02 -0.16 -0.07
0.02 -0.10 0.06



Entry from OMol25: a structure of composition C24H42N6O2SSi2Tl (wB97M-V/def2-TZVPD).

Energy above the lowest of the compared OMol25 structures with the same formula, charge and spin, kJ/mol: 128.3
Frontier orbital gap, eV: 7.020
HOMO level, Ha: -0.38116
Charge: +1
Strongest force on any atom, eV/Å: 1.5
LUMO level, eV: -3.4

Geometry (Å):
Tl 0.541 0.022 0.473
N -0.748 1.640 2.315
C -0.947 1.678 3.774
C -2.037 0.718 4.241
C -1.600 -0.726 4.498
C -1.214 -1.517 3.250
N 0.159 -1.249 2.769
H -0.070 2.351 2.050
H -1.621 1.892 1.858
H -1.219 2.690 4.093
H 0.003 1.442 4.264
H -2.846 0.727 3.503
H -2.447 1.106 5.174
H -2.436 -1.236 4.978
H -0.767 -0.742 5.209
H -1.926 -1.276 2.455
H -1.314 -2.583 3.458
H 0.734 -2.080 2.844
H 0.593 -0.537 3.339
N 4.891 0.438 1.970
C 4.461 0.396 3.270
C 3.117 0.195 3.207
N 2.719 0.106 1.899
C 3.810 0.263 1.171
C 3.805 0.289 -0.272
N 2.753 -0.032 -0.992
C 3.095 0.185 -2.293
C 4.379 0.643 -2.363
N 4.824 0.699 -1.071
H 5.846 0.568 1.687
H 5.126 0.505 4.107
H 2.429 0.133 4.031
H 2.402 0.017 -3.099
H 4.992 0.927 -3.199
H 5.702 1.090 -0.778
O -2.970 5.659 -4.306
C -2.767 4.352 -4.067
O -3.389 3.527 -4.676
C -1.749 3.983 -3.035
C -1.453 2.628 -2.905
C -0.511 2.190 -1.998
C 0.150 3.099 -1.166
S 1.352 2.590 0.009
C -0.154 4.456 -1.284
C -1.087 4.889 -2.209
H -2.389 6.225 -3.789
H -1.979 1.929 -3.541
H -0.275 1.134 -1.926
H 0.349 5.164 -0.639
H -1.289 5.954 -2.248
C -2.343 -1.012 -2.844
Si -2.341 -1.417 -1.006
C -3.446 -2.900 -0.608
C -2.958 0.115 -0.082
C -0.631 -1.900 -0.330
Si 0.582 -3.074 -1.207
C 2.260 -3.054 -0.313
C -0.176 -4.790 -0.956
C 0.795 -2.688 -3.037
H -3.239 -0.436 -3.084
H -2.354 -1.907 -3.466
H -1.480 -0.412 -3.139
H -4.484 -2.689 -0.872
H -3.421 -3.152 0.453
H -3.140 -3.782 -1.170
H -4.016 0.285 -0.292
H -2.416 1.008 -0.407
H -2.853 0.025 1.001
H -0.761 -2.275 0.689
H 2.249 -2.406 0.566
H 3.053 -2.697 -0.968
H 2.533 -4.058 0.016
H -0.234 -5.044 0.104
H 0.432 -5.551 -1.448
H -1.182 -4.854 -1.370
H 0.951 -1.626 -3.225
H -0.069 -3.003 -3.623
H 1.665 -3.223 -3.422

Force components x, y, z for each atom (eV/Å):
-0.36 0.09 -0.48
0.12 -0.13 0.08
-0.17 0.04 -0.01
0.24 -0.08 0.12
-0.10 0.08 -0.21
-0.03 0.02 0.07
0.03 0.01 0.05
-0.08 0.06 -0.13
0.05 0.03 -0.04
0.07 -0.01 -0.01
0.01 0.02 0.00
-0.09 0.02 0.07
-0.07 0.03 -0.04
0.04 -0.07 0.02
-0.03 -0.03 0.06
0.02 -0.06 -0.04
0.03 0.00 -0.06
0.05 0.04 0.02
-0.02 -0.02 0.08
-0.09 -0.01 -0.10
-0.16 -0.01 0.16
0.14 0.03 0.15
0.00 0.05 -0.49
0.01 0.05 0.38
0.01 -0.04 -0.47
0.15 -0.25 0.27
0.09 0.08 -0.13
-0.12 -0.02 -0.16
-0.06 0.04 0.20
0.01 -0.04 -0.05
0.03 0.02 -0.02
0.01 -0.05 0.02
0.04 0.00 -0.03
0.02 0.01 0.01
0.04 -0.02 -0.04
-0.16 0.09 -0.14
-0.01 -0.09 0.03
0.00 0.06 0.01
0.12 -0.01 0.13
-0.05 -0.04 -0.13
0.06 0.25 0.09
-0.17 -0.04 -0.08
-0.28 -0.98 0.42
0.04 -0.13 0.03
-0.01 -0.01 -0.07
0.08 -0.04 0.06
0.00 0.01 -0.02
-0.03 -0.01 -0.10
-0.03 0.04 0.00
-0.02 0.00 -0.02
0.05 -0.13 0.24
-0.05 0.00 0.23
0.09 0.32 -0.18
0.03 -0.20 -0.11
0.77 1.23 0.15
-0.07 -0.14 0.29
-0.19 -0.06 -0.17
0.14 0.28 -0.22
-0.06 -0.04 0.27
-0.04 0.00 0.00
0.03 -0.03 0.01
0.02 -0.01 0.01
-0.03 0.02 -0.02
0.05 0.03 0.04
0.01 -0.02 -0.01
-0.03 0.01 -0.04
0.01 0.01 -0.02
0.01 -0.06 0.01
-0.11 -0.12 -0.04
0.02 -0.03 0.06
0.02 0.02 -0.02
-0.05 -0.04 0.01
0.02 0.03 0.04
0.04 -0.02 0.00
-0.02 -0.01 -0.03
-0.02 0.02 0.03
-0.04 0.00 0.02
0.02 -0.02 -0.01



Entry from OMol25: a cluster of 3 separate species, C43H47N3P in total (wB97M-V/def2-TZVPD).

Energy above the lowest of the compared OMol25 structures with the same formula, charge and spin, kJ/mol: 0.0
Frontier orbital gap, eV: 5.105
HOMO level, Ha: -0.32186
Charge: +1
Strongest force on any atom, eV/Å: 4.3
LUMO level, eV: -3.7

Geometry (Å):
C -5.858 5.989 -2.652
C -4.879 4.848 -2.554
C -4.626 3.949 -3.593
C -3.681 2.926 -3.459
C -3.509 2.024 -4.654
C -2.992 2.800 -2.222
N -2.340 1.566 -1.919
P -0.786 1.257 -1.217
H 0.021 0.967 0.611
N -0.532 0.075 -2.441
C 0.615 -0.192 -3.244
C 1.826 -0.474 -2.574
C 1.965 -0.377 -1.092
C 2.884 -0.962 -3.319
C 2.732 -1.230 -4.681
C 3.912 -1.795 -5.428
C 1.506 -1.010 -5.301
C 0.448 -0.400 -4.632
C -0.709 0.017 -5.487
C -1.762 -0.440 -2.809
C -2.777 0.402 -2.517
C -3.195 3.729 -1.195
C -2.584 3.492 0.134
C -4.169 4.713 -1.361
H -6.044 6.398 -1.649
H -5.487 6.825 -3.265
H -6.815 5.671 -3.082
H -5.204 4.024 -4.515
H -2.547 1.499 -4.645
H -4.298 1.229 -4.699
H -3.580 2.606 -5.610
H 2.954 -0.760 -0.802
H 1.868 0.640 -0.692
H 1.245 -1.011 -0.566
H 3.832 -1.196 -2.832
H 3.811 -1.658 -6.518
H 4.851 -1.299 -5.117
H 4.030 -2.879 -5.239
H 1.394 -1.265 -6.352
H -0.360 -0.105 -6.523
H -1.565 -0.657 -5.368
H -1.004 1.071 -5.405
H -1.801 -1.270 -3.498
H -3.738 0.394 -3.035
H -2.845 4.288 0.833
H -3.041 2.585 0.533
H -1.492 3.354 0.106
H -4.437 5.365 -0.526
C 3.605 -4.027 -1.664
C 4.616 -3.945 -0.688
C 4.298 -3.940 0.677
C 2.951 -3.983 1.031
C 2.517 -3.943 2.486
N 1.715 -2.751 2.742
C 0.800 -2.860 3.935
C 1.289 -2.251 5.219
C 0.346 -1.572 6.004
C 0.738 -0.967 7.201
C 2.073 -1.069 7.634
C 2.999 -1.793 6.865
C 2.603 -2.387 5.671
C 1.795 -1.616 2.023
C 1.262 -0.359 2.424
C 0.002 0.172 2.023
C -0.571 1.188 2.924
C -1.829 1.770 2.591
C -2.392 2.722 3.448
C -1.823 2.958 4.741
C -0.620 2.320 5.111
C 0.029 1.536 4.170
C 1.949 -4.066 0.055
C 2.257 -4.058 -1.314
H 3.840 -4.010 -2.730
H 5.662 -3.851 -0.973
H 5.043 -3.887 1.480
H 1.907 -4.815 2.780
H 3.421 -3.965 3.131
H -0.194 -2.465 3.636
H 0.743 -3.946 4.114
H -0.679 -1.492 5.623
H -0.009 -0.426 7.805
H 2.360 -0.630 8.596
H 4.020 -1.916 7.223
H 3.309 -2.948 5.083
H 2.420 -1.631 1.108
H 1.981 0.209 3.087
H -0.799 -0.648 1.597
H -2.410 1.436 1.682
H -3.336 3.270 3.172
H -2.340 3.612 5.445
H -0.154 2.462 6.114
H 0.996 1.117 4.467
H 0.916 -4.186 0.396
H 1.459 -4.092 -2.070

Force components x, y, z for each atom (eV/Å):
-0.33 0.14 -0.04
0.18 0.14 0.09
0.19 0.28 0.58
-0.21 0.29 0.28
-0.11 -0.40 -0.88
-1.20 0.26 0.07
0.95 -1.37 1.05
1.89 3.16 -2.23
-0.98 -1.17 0.56
-0.78 0.10 1.55
0.38 -0.95 0.54
-0.38 -0.16 -0.63
0.28 -0.07 0.47
-0.14 0.10 -0.46
0.31 -0.37 0.12
0.34 -0.15 -0.39
0.73 0.32 0.31
0.64 0.04 0.63
-0.09 -0.32 -0.78
-0.77 0.25 -0.87
-0.38 -0.55 -1.55
-0.69 -0.03 -0.43
-0.09 -0.01 0.32
0.34 -0.09 -0.29
-0.06 -0.12 -0.32
0.03 -0.36 0.10
0.17 0.06 0.07
0.25 0.02 0.10
-0.53 0.37 -0.02
0.52 0.72 -0.09
0.04 -0.40 0.89
-0.14 0.23 -0.10
-0.03 -0.08 -0.09
-0.24 0.10 -0.18
-0.19 0.15 -0.09
0.02 -0.08 0.46
-0.46 -0.25 -0.13
-0.05 0.43 -0.08
0.05 0.17 0.07
-0.31 0.09 0.23
-0.02 0.48 -0.14
0.18 -0.44 0.30
-0.12 -0.19 0.45
0.22 -0.41 0.97
0.25 0.04 -0.08
0.12 0.09 -0.09
-0.33 0.16 0.12
0.32 -0.11 -0.20
0.25 0.42 0.00
-0.17 -0.01 0.00
-0.57 0.16 -0.30
-0.26 -0.51 0.01
0.78 -0.61 -0.72
-0.28 2.69 -0.23
0.05 -0.43 -0.41
-0.27 0.68 0.37
0.37 0.18 -0.22
0.12 -0.10 0.16
-0.39 -0.25 -0.20
-0.39 0.20 0.37
-0.44 0.34 0.06
0.72 -2.13 0.77
-0.99 0.97 0.46
0.13 -2.53 -1.02
-1.33 1.19 0.73
0.19 -0.31 0.32
-0.29 0.23 1.01
0.04 -0.43 -0.87
-0.53 0.79 -0.16
-0.10 -0.63 -0.57
0.00 -0.21 -0.33
-0.02 -0.18 0.94
0.23 -0.04 0.34
-0.23 -0.17 -0.11
-0.09 0.02 -0.56
0.23 0.34 -0.34
-0.58 0.24 -0.19
0.71 -0.21 0.27
-0.35 0.35 -0.27
0.38 0.09 0.32
0.51 -0.31 -0.34
-0.02 -0.14 -0.50
-0.19 0.07 -0.11
0.26 -0.08 -0.05
-0.36 -0.73 0.57
-1.01 -0.68 -0.77
2.06 2.16 1.11
1.14 0.33 1.24
1.07 -0.81 0.33
0.17 -0.14 -0.27
-0.53 -0.01 -0.96
-0.50 0.01 -0.23
0.21 0.22 -0.23
0.50 -0.04 0.38